Record 1
Density functional theory data (ωB97M-V/def2-TZVPD) for C39H37Br2N4O5PbSi as an isolated structure.

XYZ file:
```
89
Properties=species:S:1:pos:R:3:forces:R:3:lowdin_charge:R:1
Pb -0.311 0.570 -1.164 0.039 -0.175 -0.040 1.36
Br 1.081 0.232 -7.967 0.018 -0.035 0.039 0.65
C 0.761 0.284 -6.088 0.090 0.397 0.187 -0.71
C 0.219 -0.882 -5.454 -0.143 -0.260 -0.044 -0.17
C -0.075 -0.775 -4.130 -0.047 0.053 -0.061 -0.21
N 0.109 0.333 -3.381 0.166 0.102 0.118 -0.13
C 0.751 1.457 -3.975 0.117 0.510 0.528 -0.26
C 1.026 1.401 -5.388 -0.058 -0.184 -0.482 -0.10
C 1.088 2.524 -3.175 -0.145 -0.659 -0.360 -0.26
C 1.688 3.740 -3.665 0.172 0.457 0.066 -0.10
C 1.943 4.756 -2.819 0.001 -0.290 -0.314 -0.71
Br 2.700 6.378 -3.481 -0.007 -0.046 0.042 0.66
C 1.666 4.657 -1.419 0.004 0.031 0.244 -0.17
C 1.114 3.485 -0.996 -0.018 0.148 0.117 -0.21
N 0.809 2.443 -1.790 0.051 -0.264 -0.036 -0.14
H 0.051 -1.795 -6.005 -0.014 -0.028 0.060 0.07
H -0.496 -1.628 -3.610 -0.047 -0.084 0.064 0.09
H 1.455 2.259 -5.883 -0.030 0.023 -0.034 0.09
H 1.913 3.841 -4.715 0.026 0.022 -0.013 0.08
H 1.867 5.471 -0.741 -0.030 -0.024 0.031 0.07
H 0.872 3.357 0.056 -0.040 0.029 0.004 0.10
O -0.821 -3.243 -1.753 -0.027 0.075 -0.139 0.09
C -0.958 -2.725 -0.665 0.924 0.163 0.027 -0.49
O -0.016 -2.127 0.046 -0.285 -0.375 0.382 -0.06
C -2.301 -2.703 -0.010 -0.801 0.194 0.259 -0.17
C -3.247 -3.657 -0.389 0.387 -0.013 -0.055 0.00
C -4.529 -3.568 0.113 -0.107 0.163 0.190 -0.07
C -4.838 -2.514 0.965 0.063 -0.258 -0.142 -0.06
C -3.832 -1.614 1.283 -0.194 0.146 0.103 -0.13
N -2.593 -1.694 0.817 0.047 -0.444 -0.302 0.13
H -2.939 -4.436 -1.073 -0.060 -0.006 -0.021 0.12
H -5.283 -4.299 -0.150 0.022 -0.012 -0.037 0.10
H -5.834 -2.409 1.374 0.024 0.084 0.030 0.10
H -4.035 -0.772 1.938 -0.033 -0.083 -0.052 0.09
O -2.049 3.217 1.251 -0.093 0.110 -0.067 -0.08
H -1.714 2.355 1.524 -0.011 0.009 -0.074 -0.02
H -2.282 3.122 0.310 0.108 -0.084 0.125 -0.01
C -3.377 0.741 -3.479 0.074 0.102 0.025 -0.04
N -4.340 1.240 -2.511 0.061 -0.106 -0.161 -0.19
C -5.668 0.677 -2.565 0.078 0.006 0.086 -0.06
C -3.963 2.084 -1.536 -0.007 0.074 0.133 -0.32
O -2.846 2.553 -1.401 -0.131 0.062 -0.091 -0.07
H -3.758 0.871 -4.493 -0.039 -0.004 0.011 0.09
H -3.173 -0.320 -3.311 0.008 0.020 -0.006 0.09
H -2.451 1.301 -3.374 0.020 -0.053 -0.042 0.06
H -6.073 0.779 -3.573 -0.042 0.001 0.026 0.09
H -6.322 1.200 -1.867 -0.002 -0.025 -0.002 0.08
H -5.645 -0.385 -2.304 -0.060 -0.010 -0.023 0.09
H -4.781 2.328 -0.836 0.003 -0.005 -0.058 0.14
C -1.476 1.781 4.085 0.068 0.005 0.029 -0.10
C -1.773 0.662 3.317 -0.024 -0.064 0.090 -0.10
C -0.754 -0.060 2.714 0.122 -0.207 -0.033 -0.10
C 0.584 0.319 2.862 0.090 -0.049 -0.182 -0.22
C 0.859 1.465 3.609 0.139 -0.048 -0.042 -0.08
C -0.157 2.190 4.215 -0.087 0.037 0.105 -0.08
Si 1.973 -0.751 2.160 0.162 0.502 0.707 0.60
C 1.919 -2.368 3.138 0.047 0.145 -0.129 -0.20
C 2.383 -3.553 2.565 0.064 0.081 -0.108 -0.08
C 2.184 -4.779 3.181 0.005 -0.089 0.028 -0.09
C 1.524 -4.844 4.400 0.013 0.069 -0.059 -0.10
C 1.088 -3.673 5.004 -0.020 -0.093 0.097 -0.09
C 1.283 -2.452 4.377 0.020 0.129 -0.017 -0.09
C 3.559 0.270 2.250 -0.098 -0.244 0.160 -0.22
C 4.659 -0.008 3.057 -0.105 -0.082 0.066 -0.09
C 5.805 0.776 3.004 0.084 0.016 0.037 -0.10
C 5.868 1.860 2.140 -0.042 -0.073 0.015 -0.10
C 4.778 2.157 1.332 0.063 0.067 -0.016 -0.08
C 3.642 1.367 1.387 -0.113 -0.025 -0.031 -0.08
H -2.270 2.332 4.573 0.000 0.053 -0.060 0.10
H -2.803 0.347 3.198 0.061 0.043 0.026 0.08
H -1.003 -0.931 2.115 0.036 0.171 0.116 0.07
H 1.887 1.790 3.719 -0.010 0.047 0.028 0.10
H 0.080 3.076 4.792 0.003 0.003 -0.007 0.10
H 2.895 -3.508 1.610 -0.067 -0.052 -0.045 0.10
H 2.524 -5.690 2.704 0.037 0.020 -0.014 0.10
H 1.343 -5.803 4.869 0.020 0.006 0.028 0.10
H 0.574 -3.717 5.957 0.007 0.022 0.007 0.10
H 0.921 -1.546 4.850 -0.068 -0.020 0.000 0.10
H 4.624 -0.857 3.732 0.025 0.001 0.008 0.10
H 6.653 0.537 3.634 -0.005 -0.004 -0.002 0.09
H 6.766 2.462 2.088 -0.012 0.023 0.014 0.10
H 4.817 3.000 0.653 -0.028 -0.010 -0.015 0.10
H 2.803 1.596 0.737 0.042 0.047 -0.042 0.10
C 1.987 -2.149 -1.486 -0.315 -0.044 0.419 -0.04
C 1.133 -1.358 -0.516 -0.056 0.533 -0.803 -0.53
O 1.936 -1.047 0.580 -0.143 -0.358 -0.478 -0.18
H 2.424 -3.020 -0.978 0.076 -0.020 -0.054 0.08
H 2.785 -1.493 -1.830 0.029 0.004 0.022 0.09
H 1.412 -2.489 -2.337 -0.050 0.006 -0.110 0.05
```
Forces are in eV/Å.

As for the total charge: -1. As for the spin multiplicity: 1. The calculation puts the HOMO-LUMO gap at 4.1239 eV. The value obtained for the HOMO energy is -2.033 eV. The total energy comes out at -7734.05546 Ha. The value obtained for the strongest force on any atom is 0.965 eV/Å. Its energy above the lowest of the compared OMol25 structures with the same formula, charge and spin is 209.9 kJ/mol.

---

Record 2
Density functional theory data (ωB97M-V/def2-TZVPD) for C39H37F4KN7O2S2 as an isolated structure.

XYZ file:
```
92
Properties=species:S:1:pos:R:3:forces:R:3:lowdin_charge:R:1
K -0.926 0.388 0.084 -0.034 -0.624 0.235 0.69
C -2.000 -4.526 -1.936 0.039 0.013 -0.014 -0.08
C -1.596 -3.279 -1.142 -0.065 -0.023 0.045 -0.25
N -2.525 -2.156 -1.172 0.077 0.012 -0.071 -0.18
C -3.848 -2.435 -0.626 0.002 -0.020 0.056 -0.25
C -3.823 -3.165 0.707 0.043 -0.070 0.014 -0.09
C -2.625 -1.581 -2.507 -0.001 -0.036 0.047 -0.21
C -3.369 -0.251 -2.619 0.011 0.085 -0.032 -0.26
N -2.903 0.713 -1.653 0.023 0.168 -0.064 -0.04
C -3.107 2.011 -1.829 0.009 0.101 -0.074 -0.23
C -2.771 2.927 -0.769 -0.137 0.087 -0.193 -0.17
F -2.353 2.422 0.423 -0.072 0.082 -0.010 -0.02
C -2.867 4.288 -0.864 -0.013 0.039 0.013 -0.24
F -2.510 5.035 0.204 -0.002 -0.032 0.002 0.07
C -3.330 4.935 -2.001 -0.010 0.010 -0.016 0.01
C -3.704 4.097 -3.033 0.021 -0.004 0.061 -0.25
F -4.181 4.643 -4.178 0.006 -0.013 0.001 0.05
C -3.610 2.725 -2.967 -0.063 -0.053 -0.040 -0.14
F -4.024 2.043 -4.077 0.006 -0.002 0.026 0.03
H -1.223 -5.290 -1.844 -0.028 0.010 -0.002 0.07
H -2.128 -4.306 -2.997 0.008 -0.014 0.031 0.06
H -2.934 -4.952 -1.564 0.007 0.006 -0.012 0.06
H -0.636 -2.911 -1.518 0.003 0.014 -0.018 0.10
H -1.425 -3.557 -0.099 0.002 0.009 -0.009 0.11
H -4.460 -3.016 -1.343 0.010 0.032 -0.035 0.11
H -4.339 -1.471 -0.492 -0.002 -0.002 0.014 0.11
H -3.502 -4.205 0.609 -0.025 0.009 -0.026 0.06
H -4.827 -3.172 1.138 0.026 0.014 -0.006 0.07
H -3.155 -2.658 1.400 -0.045 0.016 -0.011 0.05
H -3.127 -2.278 -3.204 0.015 -0.023 -0.032 0.11
H -1.605 -1.444 -2.874 0.006 -0.007 0.007 0.09
H -4.451 -0.434 -2.515 0.007 -0.006 0.016 0.11
H -3.231 0.045 -3.666 -0.007 0.021 0.005 0.10
H -3.392 6.010 -2.070 -0.001 -0.038 -0.006 0.11
S 4.444 -4.793 -3.789 0.022 0.020 0.001 0.97
N 3.461 -3.636 -4.356 0.033 -0.065 0.087 -0.22
C 2.977 -3.004 -3.302 0.016 -0.015 0.044 -0.31
C 2.054 -1.887 -3.333 -0.033 0.039 -0.195 -0.09
C 1.556 -1.361 -4.530 0.038 -0.078 0.080 0.00
C 0.682 -0.302 -4.477 0.110 -0.054 -0.039 -0.04
C 0.351 0.209 -3.224 -0.169 0.232 0.135 -0.12
N 0.817 -0.273 -2.085 -0.081 -0.002 0.050 0.10
C 1.648 -1.320 -2.118 -0.023 0.029 -0.103 -0.15
C 2.107 -1.882 -0.827 0.005 0.084 0.209 -0.15
N 1.619 -1.337 0.301 -0.034 -0.024 -0.298 0.14
C 2.019 -1.823 1.463 -0.116 0.027 0.219 -0.12
C 2.933 -2.873 1.580 0.089 -0.110 -0.139 -0.03
C 3.431 -3.448 0.437 -0.039 0.025 0.017 0.00
C 3.009 -2.951 -0.802 0.046 -0.050 0.117 -0.10
C 3.453 -3.517 -2.060 0.033 -0.016 -0.007 -0.30
N 4.293 -4.529 -2.198 -0.060 0.025 -0.108 -0.22
H 1.859 -1.804 -5.471 0.013 -0.005 0.026 0.11
H 0.253 0.131 -5.370 0.007 -0.004 0.006 0.11
H -0.353 1.032 -3.138 0.049 -0.007 0.019 0.12
H 1.598 -1.354 2.361 0.016 0.006 -0.107 0.06
H 3.228 -3.211 2.564 0.003 -0.026 -0.011 0.11
H 4.134 -4.271 0.471 -0.011 0.010 -0.035 0.11
N -3.387 -1.107 4.124 0.069 -0.065 0.103 0.15
C -2.383 -0.912 3.215 0.178 0.007 -0.050 -0.56
O -2.656 -0.540 2.084 0.040 0.111 -0.119 -0.04
C -0.964 -1.188 3.680 0.112 0.164 0.060 -0.27
C 0.074 -0.079 3.401 -0.316 0.106 -0.417 -0.22
H -4.338 -1.062 3.799 0.020 0.048 -0.005 0.10
H -3.188 -1.543 5.005 -0.015 0.019 0.013 0.08
H -0.687 -2.119 3.159 0.083 0.090 -0.016 0.10
H -0.981 -1.452 4.745 -0.071 0.049 0.058 0.07
H 0.161 -0.009 2.295 0.125 -0.088 0.316 -0.08
H -0.394 0.899 3.636 -0.001 -0.189 0.250 -0.01
O 1.123 3.340 -0.127 -0.006 0.069 -0.010 -0.50
S 1.166 2.669 1.202 0.150 -0.003 -0.073 0.98
C 1.569 3.916 2.435 -0.185 -0.136 0.149 -0.35
C 1.350 3.615 3.772 -0.011 -0.031 0.025 -0.07
C 1.610 4.586 4.729 0.022 0.012 -0.104 -0.08
C 2.063 5.841 4.338 -0.002 -0.018 -0.041 -0.10
C 2.257 6.128 2.992 0.014 0.036 0.090 -0.08
C 2.006 5.162 2.030 -0.001 0.005 -0.141 -0.07
C 2.746 1.805 1.263 0.028 -0.153 0.139 -0.35
C 3.070 1.027 2.369 0.104 0.057 -0.154 -0.10
C 4.279 0.347 2.365 -0.041 0.034 -0.036 -0.09
C 5.124 0.417 1.263 0.025 -0.015 -0.031 -0.10
C 4.765 1.170 0.154 -0.037 0.019 0.009 -0.08
C 3.565 1.874 0.150 0.004 0.037 0.017 -0.07
H 0.971 2.636 4.054 0.024 0.022 0.004 0.09
H 1.443 4.369 5.776 -0.001 -0.009 -0.004 0.10
H 2.249 6.603 5.084 0.009 -0.004 -0.007 0.10
H 2.594 7.114 2.694 0.001 -0.011 -0.011 0.10
H 2.118 5.355 0.969 0.004 0.030 0.036 0.11
H 2.354 0.877 3.174 -0.058 0.015 0.080 0.07
H 4.543 -0.270 3.216 -0.001 -0.008 0.004 0.11
H 6.056 -0.136 1.260 -0.009 0.014 0.006 0.10
H 5.416 1.209 -0.710 -0.015 0.000 0.003 0.10
H 3.243 2.467 -0.697 0.028 -0.017 -0.007 0.10
```
Forces are in eV/Å.

As for the total charge: -1. As for the spin multiplicity: 1. The calculation puts the HOMO-LUMO gap at 4.5637 eV. The value obtained for the HOMO energy is -3.250 eV. The total energy comes out at -3837.92927 Ha. The value obtained for the strongest force on any atom is 0.668 eV/Å. Its energy above the lowest of the compared OMol25 structures with the same formula, charge and spin is 213.5 kJ/mol.